{"formula": "C10H13N4S", "method": "ωB97M-V/def2-TZVPD", "lumo_energy_ev": [-4.78, -5.40], "total_charge": 1, "e_homo_ev": [-10.6684, -12.4535], "spin_multiplicity": 3, "s_squared": 2.022, "species": ["C", "C", "C", "C", "C", "C", "C", "C", "C", "C", "N", "N", "N", "N", "S", "H", "H", "H", "H", "H", "H", "H", "H", "H", "H", "H", "H", "H"], "coordinates": [[0.635, 0.139, -0.796], [5.071, 0.603, 0.512], [4.183, 1.238, -0.272], [3.197, -0.356, 1.038], [-0.708, 0.593, -0.220], [1.868, 0.926, -0.706], [-2.954, 0.695, 0.541], [-2.404, 2.091, 1.030], [-2.309, -2.447, -0.064], [-2.080, -1.213, -0.972], [0.546, -0.726, -1.686], [4.414, -0.312, 1.382], [2.915, 0.603, -0.007], [-1.884, 0.073, -0.274], [-0.559, 1.946, 0.788], [6.020, 0.886, 0.873], [4.271, 1.771, -1.084], [2.402, -1.035, 1.307], [-3.322, 0.019, 1.289], [-3.863, 1.037, -0.181], [-2.754, 2.963, 0.410], [-2.711, 2.189, 2.125], [-3.054, -2.495, 0.725], [-2.545, -3.180, -0.783], [-1.400, -2.764, 0.499], [-3.021, -0.967, -1.557], [-1.250, -1.433, -1.584], [1.296, -0.843, -2.335]], "forces_ev_per_angstrom": [[0.0, 1.8, -1.3], [-1.3, -0.2, 2.4], [-1.5, -4.2, 3.7], [-1.4, 0.9, -1.5], [1.0, 0.9, 1.8], [-3.1, -0.2, 0.8], [-1.4, 2.8, -2.9], [-0.2, -0.8, 0.8], [1.3, 0.6, 0.9], [-3.7, 0.3, 1.0], [-1.2, -1.9, -1.2], [1.1, 0.1, -0.7], [4.0, 0.2, 0.8], [0.6, -1.2, -0.3], [-0.5, 1.0, 0.5], [1.2, 0.2, -0.6], [0.5, 3.2, -3.8], [0.1, 0.1, 0.4], [0.1, -0.3, 0.4], [2.0, -1.5, 1.5], [0.3, -1.1, 0.8], [0.8, 0.3, -1.5], [-0.6, 0.7, -0.3], [-0.3, -1.3, -0.6], [-0.2, 0.3, -0.8], [1.1, -0.9, 0.3], [0.4, 0.2, -0.7], [1.1, -0.1, 0.1]]}

---

{"formula": "C10H13N5", "method": "ωB97M-V/def2-TZVPD", "lumo_energy_ev": -7.96, "smiles": "N/C(=[NH+]\\C=N\\[NH3+])c1c[nH]c2ccccc12", "total_charge": 2, "e_homo_ev": -15.0632, "species": ["N", "C", "N", "C", "N", "N", "C", "C", "N", "C", "C", "C", "C", "C", "C", "H", "H", "H", "H", "H", "H", "H", "H", "H", "H", "H", "H", "H"], "coordinates": [[-0.921, 1.683, 1.947], [-0.418, 0.740, 1.142], [-1.145, 0.245, 0.054], [-2.262, 0.755, -0.515], [-2.650, 0.077, -1.772], [-3.691, 0.624, -2.589], [0.896, 0.406, 1.280], [1.848, 0.963, 2.265], [3.021, 0.398, 2.056], [3.024, -0.492, 1.018], [4.100, -1.309, 0.496], [3.671, -2.188, -0.413], [2.344, -2.344, -0.786], [1.351, -1.503, -0.448], [1.659, -0.541, 0.505], [-0.153, 2.118, 2.409], [-1.872, 1.794, 2.101], [-0.552, -0.528, -0.358], [-2.823, 1.671, -0.199], [-4.158, -0.231, -3.099], [-4.514, 1.143, -2.092], [-3.356, 1.175, -3.379], [1.813, 1.683, 3.109], [3.821, 0.701, 2.584], [5.145, -0.998, 0.819], [4.380, -2.762, -0.945], [2.269, -2.965, -1.656], [0.407, -1.701, -1.064]], "forces_ev_per_angstrom": [[1.8, -1.2, -1.6], [-1.6, 1.6, -0.2], [0.9, -0.6, 0.7], [-2.0, -2.3, -6.4], [2.6, 2.1, 5.3], [-3.1, -1.0, 0.4], [2.6, 0.0, 1.2], [-1.0, -0.4, -0.4], [-0.3, 0.9, 0.2], [-0.8, -1.7, -1.7], [-0.4, 3.6, 2.6], [0.6, -0.8, -0.4], [1.2, -0.3, -1.8], [-1.8, -0.4, -0.9], [1.8, 0.3, 1.2], [-0.7, 0.9, 1.1], [-1.7, 0.6, 0.7], [-1.7, 0.9, -0.3], [0.9, -0.9, 0.3], [0.9, 1.6, 1.4], [1.7, -0.9, -1.0], [0.4, 0.5, 0.1], [-0.5, -0.5, -0.9], [0.4, -0.2, 0.1], [-1.3, -1.1, -0.7], [0.7, -0.7, -0.4], [-0.7, -0.7, 0.0], [1.0, 0.7, 1.2]]}

---

{"formula": "C10H13N5O5PdS2Se", "method": "ωB97M-V/def2-TZVPD", "lumo_energy_ev": 4.97, "total_charge": -2, "e_homo_ev": -1.8182, "species": ["Pd", "N", "C", "S", "N", "N", "C", "C", "C", "C", "C", "C", "C", "O", "H", "H", "H", "H", "H", "H", "H", "C", "N", "C", "N", "S", "H", "H", "H", "H", "H", "H", "O", "Se", "O", "O", "O"], "coordinates": [[-0.488, 0.824, 0.408], [1.940, -1.488, 2.989], [1.399, -0.442, 2.270], [-0.192, 0.115, 2.733], [2.155, 0.094, 1.360], [1.503, 0.976, 0.534], [2.229, 1.660, -0.269], [1.779, 2.578, -1.299], [2.764, 3.081, -2.157], [2.486, 3.980, -3.168], [1.163, 4.403, -3.327], [0.168, 3.933, -2.502], [0.419, 3.001, -1.455], [-0.553, 2.637, -0.701], [1.248, -2.243, 3.016], [2.748, -1.841, 2.490], [3.304, 1.507, -0.175], [3.784, 2.739, -2.011], [3.270, 4.342, -3.820], [0.913, 5.109, -4.113], [-0.859, 4.257, -2.625], [-2.937, -2.989, 2.165], [-2.851, -1.609, 1.715], [-2.894, -1.203, 0.456], [-3.080, -2.084, -0.524], [-2.800, 0.521, 0.122], [-3.221, -2.969, 3.218], [-1.987, -3.513, 2.052], [-3.708, -3.504, 1.592], [-2.450, -0.943, 2.359], [-2.444, -2.975, -0.441], [-2.983, -1.639, -1.424], [1.334, -3.873, -0.725], [0.082, -3.258, 0.102], [0.234, -3.526, 1.719], [-0.135, -1.652, -0.187], [-1.337, -4.004, -0.380]], "forces_ev_per_angstrom": [[0.0, 0.7, 0.9], [-0.1, -0.1, 0.0], [0.1, 0.0, 0.1], [0.0, -0.1, -0.6], [0.2, 0.0, 0.0], [-0.4, 0.0, -0.1], [0.0, 0.0, 0.1], [-0.1, 0.0, 0.0], [0.0, 0.0, 0.0], [0.0, 0.0, 0.0], [0.0, 0.0, 0.0], [0.0, 0.0, 0.0], [0.1, 0.1, 0.0], [0.0, -0.4, -0.4], [0.0, 0.0, 0.0], [0.0, 0.0, 0.0], [0.0, 0.0, 0.0], [0.0, 0.0, 0.0], [0.0, 0.0, 0.0], [0.0, 0.0, 0.0], [0.0, 0.0, 0.0], [0.0, 0.0, 0.0], [0.0, 0.0, 0.0], [0.0, 0.0, -0.1], [0.1, 0.0, 0.2], [0.0, 0.0, 0.1], [0.0, 0.0, 0.0], [0.0, 0.0, 0.0], [0.0, 0.0, 0.0], [0.0, 0.0, 0.0], [0.0, -0.1, -0.1], [0.0, 0.0, 0.0], [0.1, -0.1, -0.1], [-0.2, 0.1, 0.0], [0.0, 0.0, 0.1], [0.1, -0.2, -0.1], [-0.1, 0.0, 0.0]]}

---

{"formula": "C10H13NO", "method": "ωB97M-V/def2-TZVPD", "lumo_energy_ev": [0.16, 0.15], "e_homo_ev": [-7.0774, -7.4079], "species": ["C", "C", "C", "C", "C", "C", "C", "C", "C", "C", "N", "O", "H", "H", "H", "H", "H", "H", "H", "H", "H", "H", "H", "H", "H"], "coordinates": [[-4.006, 0.196, -0.063], [-3.252, -0.997, -0.179], [-3.123, 1.209, 0.163], [-1.928, -0.661, -0.075], [-0.704, 1.421, 0.112], [0.863, 0.038, 0.438], [-0.773, -1.604, 0.094], [3.235, -0.234, 0.971], [2.554, 0.441, -1.365], [2.230, 0.558, 0.126], [-1.844, 0.699, 0.133], [0.522, -1.077, -0.186], [-5.072, 0.282, -0.130], [-3.644, -1.985, -0.319], [-3.285, 2.263, 0.275], [-0.711, 2.333, 0.701], [-0.775, -1.995, 1.127], [-0.889, -2.447, -0.592], [4.252, 0.081, 0.739], [3.145, -1.301, 0.763], [3.049, -0.070, 2.032], [2.552, -0.603, -1.670], [3.532, 0.870, -1.574], [1.805, 0.973, -1.946], [2.268, 1.610, 0.425]], "forces_ev_per_angstrom": [[0.1, 0.2, 0.2], [0.4, 0.0, -0.2], [-0.5, 0.1, -0.1], [0.0, -0.5, -0.2], [4.2, -2.4, 0.6], [-3.3, 2.8, -0.4], [-0.3, -0.3, 0.4], [-0.1, 0.1, 0.0], [-0.1, 0.1, 0.1], [0.1, -0.3, -0.2], [-0.7, -0.4, 0.1], [0.4, 0.2, -0.2], [-0.2, 0.1, 0.0], [0.0, -0.2, 0.0], [0.0, 0.2, 0.0], [-0.2, 0.1, 0.0], [0.1, 0.1, -0.3], [0.0, 0.1, 0.2], [0.0, 0.0, 0.0], [0.1, 0.0, 0.0], [0.1, -0.1, 0.1], [0.0, -0.1, -0.1], [0.1, 0.0, 0.0], [0.0, 0.0, -0.1], [-0.1, -0.1, 0.0]]}

---

{"formula": "C10H13NO", "method": "ωB97M-V/def2-TZVPD", "lumo_energy_ev": 0.58, "smiles": "OC[C@@H]1CNCc2ccccc21", "e_homo_ev": -8.2470, "species": ["O", "C", "C", "C", "N", "C", "C", "C", "C", "C", "C", "C", "H", "H", "H", "H", "H", "H", "H", "H", "H", "H", "H", "H", "H"], "coordinates": [[2.459, 1.663, -0.380], [2.516, 0.405, 0.321], [1.000, 0.473, 0.748], [0.691, -0.724, 1.846], [-0.598, -1.084, 2.210], [-1.577, -0.171, 1.412], [-1.285, -0.223, -0.101], [-2.140, -0.679, -0.997], [-2.078, -0.397, -2.378], [-0.860, 0.226, -2.771], [0.164, 0.289, -1.789], [-0.091, 0.242, -0.454], [2.685, 2.323, 0.532], [3.294, 0.616, 1.050], [2.876, -0.374, -0.321], [0.749, 1.402, 1.328], [1.343, -1.500, 1.483], [1.029, -0.095, 2.701], [-0.830, -2.122, 2.021], [-2.560, -0.638, 1.531], [-1.386, 0.839, 1.806], [-2.985, -1.288, -0.892], [-2.847, -0.473, -3.100], [-0.778, 0.657, -3.843], [1.208, 0.630, -1.965]], "forces_ev_per_angstrom": [[2.7, 3.9, 3.2], [-2.3, 2.6, 0.2], [-2.3, -3.3, 0.2], [2.8, 3.4, -0.2], [-3.9, -1.6, -1.6], [0.8, -2.7, -0.2], [-0.9, 0.2, 5.1], [-3.0, -0.8, -4.3], [3.9, 1.9, 0.8], [-0.4, -0.3, -0.8], [1.7, 2.0, -1.9], [4.1, 0.6, 0.9], [-1.2, -2.3, -4.7], [-0.4, -1.1, 0.9], [-0.4, -0.6, -0.5], [0.6, -0.6, -1.1], [0.2, -0.6, 0.7], [1.0, -1.3, 0.1], [0.5, 2.4, 0.1], [-0.1, 0.9, 0.6], [-0.8, -0.3, -0.1], [-1.4, -0.5, 1.7], [-0.9, -0.6, -0.2], [0.3, -1.0, 2.0], [-1.0, -0.1, -0.8]]}

---

{"formula": "C10H13NO2", "method": "ωB97M-V/def2-TZVPD", "lumo_energy_ev": 0.39, "smiles": "O=C(O)CCCCc1ccncc1", "e_homo_ev": -9.2176, "species": ["O", "C", "O", "C", "C", "C", "C", "C", "C", "C", "N", "C", "C", "H", "H", "H", "H", "H", "H", "H", "H", "H", "H", "H", "H", "H"], "coordinates": [[-1.370, 1.194, -0.760], [-1.101, 0.059, -1.197], [-0.021, -0.096, -2.020], [-1.894, -1.182, -1.103], [-1.430, -2.069, 0.119], [-1.569, -1.365, 1.510], [-0.177, -0.903, 2.056], [0.627, 0.043, 1.190], [1.752, -0.386, 0.568], [2.433, 0.374, -0.389], [2.152, 1.656, -0.770], [1.172, 2.156, -0.003], [0.474, 1.433, 0.911], [0.675, 0.729, -1.780], [-1.973, -1.843, -1.896], [-3.040, -0.923, -1.025], [-0.364, -2.552, -0.084], [-2.028, -3.016, 0.146], [-2.411, -0.552, 1.626], [-1.778, -2.092, 2.383], [0.176, -1.848, 2.273], [-0.403, -0.419, 2.989], [1.951, -1.428, 0.559], [3.182, -0.233, -0.951], [0.884, 3.149, -0.074], [-0.524, 1.700, 1.492]], "forces_ev_per_angstrom": [[-0.4, -3.3, -0.8], [0.4, 3.4, -1.9], [1.8, 2.4, 1.8], [-3.0, -0.1, 3.2], [0.2, -1.1, 0.1], [-0.5, 0.2, 1.5], [-2.4, 2.9, -1.1], [1.5, 1.1, -0.2], [0.6, -0.6, -1.5], [0.7, -0.1, -1.0], [0.4, -2.0, 1.2], [0.3, -0.8, 0.6], [-4.4, -2.0, 4.0], [-2.6, -2.8, -1.1], [1.0, -0.8, -2.2], [2.2, -0.1, 0.6], [-1.8, 1.6, 0.5], [0.0, 0.9, -0.2], [1.7, -1.5, -0.8], [-0.4, 0.6, -1.8], [2.3, -1.5, 0.2], [0.1, 0.3, 0.6], [0.7, -0.9, 0.3], [-0.4, 1.1, 0.2], [-0.3, 1.9, -0.7], [2.3, 1.0, -1.6]]}

---

{"formula": "C10H13NO2", "method": "ωB97M-V/def2-TZVPD", "lumo_energy_ev": 0.73, "e_homo_ev": -7.7258, "species": ["C", "C", "C", "C", "C", "C", "C", "C", "C", "C", "H", "H", "H", "H", "H", "H", "H", "H", "H", "H", "H", "H", "H", "N", "O", "O"], "coordinates": [[2.279, -0.611, -1.630], [1.783, 0.895, -1.593], [0.253, 1.141, -1.655], [-0.606, 0.417, -0.561], [-1.735, -0.275, -0.883], [-2.434, -1.094, -0.012], [-1.982, -0.996, 1.291], [-1.948, -1.040, 3.490], [-0.914, -0.096, 1.701], [-0.233, 0.619, 0.831], [1.117, -1.258, -1.142], [3.551, -0.633, -0.972], [2.438, -0.919, -2.930], [2.164, 1.414, -2.545], [3.385, 1.086, -0.457], [2.859, 2.469, -0.729], [-0.113, 2.080, -1.584], [-0.044, 0.609, -2.652], [-2.012, -0.538, -1.947], [-3.202, -1.861, -0.401], [-1.422, -1.911, 4.050], [-2.790, -0.662, 4.180], [0.579, 1.288, 1.126], [2.413, 1.552, -0.362], [-2.631, -1.468, 2.320], [-0.755, -0.209, 3.064]], "forces_ev_per_angstrom": [[-0.9, -0.6, -1.2], [1.0, 1.2, -0.4], [-0.2, -6.1, -0.6], [1.5, 1.6, 0.4], [0.1, -1.8, -2.8], [-0.4, -1.1, 1.1], [0.6, 2.0, -2.2], [1.1, -1.5, 1.7], [-2.6, -2.8, 1.0], [1.0, 1.0, -2.4], [4.4, 1.4, -1.2], [-4.4, -0.6, -2.1], [-0.4, 0.6, 4.4], [-0.2, -0.7, 1.3], [-1.8, 0.4, 1.1], [-1.8, -1.0, 0.8], [-0.2, 3.5, -0.5], [0.2, 1.4, 1.5], [0.7, 1.1, 0.9], [1.1, 1.6, 1.0], [-1.1, 1.2, -1.0], [1.8, 0.5, -0.9], [-0.3, -0.4, -0.3], [3.6, 0.6, -2.6], [-0.2, -1.0, 2.6], [-2.6, -0.3, 0.4]]}

---

{"formula": "C10H13NO2", "method": "ωB97M-V/def2-TZVPD", "lumo_energy_ev": 0.65, "smiles": "C/N=C/c1ccccc1.COC=O", "e_homo_ev": -9.0429, "species": ["C", "N", "C", "C", "C", "C", "C", "C", "C", "H", "H", "H", "H", "H", "H", "H", "H", "H", "C", "O", "C", "O", "H", "H", "H", "H"], "coordinates": [[-0.938, -0.880, 2.967], [-0.319, -0.223, 1.863], [-0.803, 0.850, 1.414], [-0.238, 1.546, 0.268], [1.055, 1.272, -0.175], [1.567, 1.929, -1.278], [0.796, 2.861, -1.954], [-0.492, 3.139, -1.522], [-1.005, 2.492, -0.413], [-1.872, -0.399, 3.299], [-1.140, -1.913, 2.681], [-0.229, -0.899, 3.795], [-1.720, 1.300, 1.834], [1.645, 0.541, 0.359], [2.571, 1.709, -1.608], [1.194, 3.374, -2.818], [-1.095, 3.863, -2.050], [-2.011, 2.709, -0.081], [-0.435, -3.538, -0.822], [0.842, -3.248, -0.292], [1.472, -2.174, -0.744], [2.574, -1.869, -0.411], [-0.959, -4.140, -0.081], [-0.335, -4.111, -1.748], [-0.997, -2.621, -1.018], [0.871, -1.568, -1.464]], "forces_ev_per_angstrom": [[-0.3, 0.0, 0.3], [0.4, 0.2, -0.5], [-0.6, -0.3, 0.4], [0.2, 0.4, -0.6], [0.0, 0.0, 0.1], [0.1, -0.1, 0.0], [-0.1, 0.1, -0.1], [0.0, 0.1, -0.1], [0.1, -0.2, 0.2], [0.1, -0.1, 0.0], [0.0, 0.0, 0.1], [-0.1, -0.1, 0.1], [0.1, -0.1, 0.0], [0.0, 0.0, 0.0], [0.1, 0.0, 0.0], [0.0, 0.0, -0.1], [0.0, 0.0, 0.0], [-0.1, 0.0, 0.1], [-0.3, 0.0, -0.3], [0.3, -0.5, 0.5], [-0.2, 0.8, -0.5], [0.2, -0.1, 0.1], [0.0, 0.1, -0.1], [-0.1, 0.0, 0.1], [0.0, -0.1, 0.0], [0.1, -0.2, 0.2]]}

---

Per-record molecular weight, g/mol: 221.31, 203.25, 532.76, 163.22, 163.22, 179.22, 179.22, 179.22